1.
Density functional theory data (the ωB97M-V functional and the def2-TZVPD basis) for a cluster of 12 separate species, C40H72O32 in total in a non-equilibrium geometry.

Last column: Mulliken charge in e.
CARTESIAN COORDINATES (ANGSTROEM)
O1 -3.27601 -3.62723 -2.57118  -0.39
O2 -2.63663 -3.90628 -0.40416  -0.64
O3 -1.62030 3.91939 -1.73035  -0.30
O4 -4.63903 -2.98035 -1.06256  -0.39
O5 -5.43611 1.05402 -1.03256  -0.56
O6 3.84869 3.83361 -4.42555  -0.64
O7 -1.48351 -1.17680 -4.01320  -0.34
O8 1.87464 2.13951 3.44633  -0.08
O9 0.81778 -0.19730 -0.79172  -0.38
O10 -5.97399 3.23947 -0.88756  -0.28
O11 2.28476 -5.39139 1.35385  -0.45
O12 0.17503 2.14150 2.03368  0.09
O13 -0.16006 1.68622 4.22573  -0.71
O14 -3.01651 -0.65563 -5.50292  -0.42
O15 1.64432 -4.11508 -0.41722  -0.55
O16 -3.14592 4.74433 -0.29817  -0.14
O17 4.31651 0.13091 1.79272  0.14
O18 -5.08127 -1.87065 3.65348  -0.22
O19 -2.66956 5.91480 -2.15925  -0.36
O20 2.41931 3.34013 -2.78859  -0.42
O21 5.82247 -1.68535 -0.80604  -0.64
O22 5.09594 2.13782 2.30017  -0.50
O23 -2.98271 -1.16071 3.86473  -0.16
O24 4.12237 -1.13437 -2.22719  -0.33
O25 -0.87972 -0.30489 -5.85499  -0.31
O26 5.88166 0.11725 -2.08242  -0.31
O27 3.26784 -1.32608 4.95639  -0.64
O28 0.00725 -0.67724 1.32056  0.47
O29 -1.37295 -0.04605 -0.09694  0.51
O30 3.72042 -2.55094 3.17871  -0.05
O31 -5.28022 2.08816 0.92853  -0.40
O32 -3.58205 -3.06460 4.84967  -0.62
C1 -2.40636 4.82448 -1.43421  0.49
C2 0.57896 -4.79206 2.92552  -0.43
C3 -6.56913 3.20347 -2.14945  -0.73
C4 4.06323 -1.79938 4.24617  0.47
C5 6.12895 -2.22198 3.07797  -0.57
C6 4.35478 1.26511 1.54031  -0.40
C7 1.39624 -0.81630 1.76088  -0.76
C8 -5.52855 2.07562 -0.39167  0.81
C9 7.13724 0.41716 -1.43169  -0.76
C10 -5.06064 -2.86797 0.32808  -0.53
C11 2.46291 1.88697 4.66925  -0.75
C12 0.26531 -4.19294 1.58124  1.42
C13 -1.81321 5.96159 -3.26285  -0.70
C14 -1.99737 -4.14800 -2.97224  -0.35
C15 -1.18604 2.48257 1.81317  -0.55
C16 2.52991 1.80671 -4.64364  -0.55
C17 1.73314 -5.81415 2.61982  -0.60
C18 -1.78732 0.13719 -1.42904  -0.25
C19 -1.79093 -0.70952 -5.01229  0.74
C20 4.26298 3.43991 0.44163  -0.88
C21 5.55589 -1.68607 4.42337  -0.50
C22 -3.84165 5.99218 0.15581  -0.81
C23 -1.65525 -1.38167 4.35509  -0.25
C24 4.86803 -2.88918 2.36560  0.09
C25 -1.25910 0.32116 -7.13703  -0.79
C26 -3.84413 -2.08682 4.19322  0.74
C27 -6.13091 -2.84605 3.83519  -0.75
C28 3.73209 1.98959 0.34807  1.81
C29 1.40904 2.29379 -2.56227  1.63
C30 1.29467 1.50291 -3.86628  0.27
C31 5.28505 -0.98082 -1.61301  0.97
C32 1.48520 -4.52163 0.69531  0.35
C33 0.54800 1.96955 3.29299  0.64
C34 -4.88517 0.75886 1.39427  -0.19
C35 -0.11654 -0.37045 0.07159  0.20
C36 3.31536 -2.24420 -1.83215  -0.34
C37 4.70676 3.48706 1.93544  -0.33
C38 -4.01145 -1.20897 -4.54758  -0.21
C39 2.95037 3.14860 -4.01207  0.42
C40 -3.43184 -3.43908 -1.23009  0.99
H1 3.87260 3.85626 2.53954  0.05
H2 7.06574 -2.81048 3.19133  0.50
H3 1.27369 -1.04200 2.81644  0.05
H4 2.33625 1.90287 -5.70537  0.28
H5 0.17554 -3.10866 1.56580  -1.21
H6 -4.51264 0.99622 2.42708  0.15
H7 2.64175 1.82209 0.55326  -0.94
H8 1.89375 -1.56241 1.16304  -0.02
H9 7.47977 1.38016 -1.84986  0.24
H10 -4.96667 -3.84796 0.78743  0.42
H11 -4.71099 5.66781 0.71970  0.25
H12 2.01927 2.59763 5.41664  0.35
H13 -1.21468 -0.42984 -2.16294  0.43
H14 -6.12121 -3.48890 2.91962  0.19
H15 -4.14987 0.24022 0.78891  -0.14
H16 -6.02338 -3.39331 4.72489  0.41
H17 5.48193 4.24356 2.10942  0.49
H18 3.32139 1.10663 -4.53676  0.27
H19 1.21881 0.43977 -3.61333  0.13
H20 -5.89141 2.70223 -2.85506  0.31
H21 3.94553 -2.79960 -1.12464  0.33
H22 -1.18464 -2.14821 3.76229  0.03
H23 -6.67592 4.30821 -2.37025  0.21
H24 -3.90427 -2.26634 -4.33613  0.17
H25 -1.21260 2.95892 0.82909  0.10
H26 -1.90606 -3.76224 -3.97069  0.15
H27 -1.18251 -3.55163 -2.43175  0.06
H28 -0.78976 5.80192 -2.94525  0.29
H29 -2.02331 5.15832 -3.95447  0.25
H30 -1.82264 1.54610 1.73099  0.05
H31 5.14306 3.64020 -0.14152  0.35
H32 -1.66413 3.11325 2.59930  0.38
H33 -4.19792 6.65369 -0.62402  0.37
H34 -2.80683 -0.10122 -1.61581  -0.26
H35 0.51824 2.77064 -2.10291  -0.34
H36 -1.87611 -0.39089 -7.72978  0.34
H37 -2.01267 -5.25615 -2.82559  0.31
H38 3.98793 1.45631 -0.59377  -0.09
H39 0.38128 1.78981 -4.41828  0.02
H40 4.63390 -2.58992 1.36076  -0.35
H41 2.52543 -5.79046 3.34373  0.39
H42 -6.13343 -2.67527 0.23702  0.31
H43 3.53417 4.10963 0.11859  0.41
H44 -5.03624 -0.98567 -4.98466  0.29
H45 -1.55401 1.23675 -1.62962  -0.02
H46 2.35767 0.83810 4.96138  0.25
H47 -0.30348 -5.33169 3.42231  0.39
H48 -5.78658 0.15124 1.63155  0.53
H49 7.09272 0.60624 -0.38141  0.30
H50 -0.27111 0.35270 -7.60640  0.28
H51 5.75349 -0.63059 4.66294  0.23
H52 -1.78521 -1.80682 5.34960  0.56
H53 2.42232 -1.88294 -1.40903  -0.17
H54 -3.20890 6.53257 0.85033  0.29
H55 -1.92182 6.87917 -3.75517  0.30
H56 -7.06940 -2.22913 3.75890  0.24
H57 3.17654 -2.91662 -2.68694  0.34
H58 -3.92927 -0.63786 -3.62748  0.00
H59 -7.56334 2.76109 -2.05024  0.32
H60 6.51060 -1.43141 2.46502  0.05
H61 -1.71625 1.29659 -7.03449  0.29
H62 -1.19753 -0.41494 4.24317  -0.10
H63 5.75347 -2.27068 5.31422  0.38
H64 4.96417 -3.98419 2.37618  0.46
H65 -4.49660 -2.10981 0.81510  0.01
H66 0.91606 -4.00484 3.63174  0.16
H67 1.34401 -6.84795 2.55454  0.25
H68 -0.65261 -4.56299 1.13029  0.25
H69 7.82405 -0.40420 -1.60808  0.32
H70 3.53792 2.19343 4.56983  0.18
H71 1.86892 0.13534 1.65731  -0.02
H72 1.69306 1.65875 -1.71203  -1.05

Computed properties:
- HOMO: -9.5 eV
- Electronic energy: -3975.04399 Ha
- Relative energy (zero: lowest compared OMol25 entry of this formula, charge and spin): 290.75 kJ/mol


2.
Density functional theory data (the ωB97M-V functional and the def2-TZVPD basis) for a structure of composition C3H6N2S in a non-equilibrium geometry.

Last column: Mulliken charge in e.
CARTESIAN COORDINATES (ANGSTROEM)
S1 2.50471 -0.04021 -0.03698  -0.21
N1 -1.21917 0.60123 -0.20894  -0.24
N2 0.79484 -0.47994 0.25989  -0.41
C1 0.20758 0.69275 0.00785  -0.12
C2 -1.93161 -0.52961 -0.19273  0.04
C3 -3.30110 -0.24722 0.17242  -0.75
H1 0.80236 1.57944 -0.02434  0.40
H2 -1.69020 1.69044 0.19811  0.30
H3 -3.74050 0.87363 0.56011  0.14
H4 -3.93725 -1.13622 -0.15348  0.23
H5 2.99586 -1.33557 0.20431  0.17
H6 -1.38458 -1.37285 -0.47497  0.44

Computed properties:
- HOMO: -7.9 eV
- Electronic energy: -625.45004 Ha
- Relative energy (zero: lowest compared OMol25 entry of this formula, charge and spin): 451.41 kJ/mol


3.
Density functional theory data (the ωB97M-V functional and the def2-TZVPD basis) for an isolated molecule of C3H2N2O in a non-equilibrium geometry.

Last column: Mulliken charge in e.
CARTESIAN COORDINATES (ANGSTROEM)
O1 1.71405 1.00348 0.60770  -0.44
N1 -1.45414 -0.30385 0.28444  -0.30
N2 -0.88770 -0.68002 -0.95327  -0.23
C1 -0.49487 0.13785 0.92205  -0.11
C2 0.37651 -0.47623 -0.98587  -0.36
C3 0.86233 0.21566 0.25078  0.75
H1 0.88550 -0.73023 -1.94339  0.39
H2 -1.00167 0.83333 1.81755  0.31

Computed properties:
- HOMO: -10.5 eV
- Electronic energy: -300.13996 Ha
- Relative energy (zero: lowest compared OMol25 entry of this formula, charge and spin): 240.12 kJ/mol


4.
Density functional theory data (the ωB97M-V functional and the def2-TZVPD basis) for a cluster of 5 separate species, C23H56F3N2O23P6S2 in total in a non-equilibrium geometry.

Last column: Mulliken charge in e.
CARTESIAN COORDINATES (ANGSTROEM)
S1 -0.17588 0.84256 0.79069  0.08
S2 -2.76568 1.33582 -0.48034  1.45
P1 6.25961 0.20162 4.06854  1.21
P2 -0.08377 4.51791 -0.73423  1.56
P3 -3.41398 -5.51348 -4.30278  1.13
P4 1.26439 -4.09225 -0.19679  1.32
P5 1.21062 5.80989 -2.08637  0.59
P6 -2.09103 -2.53715 4.65971  1.05
F1 -3.84043 -0.77928 -1.70524  -0.23
F2 -2.87662 0.55753 -3.05602  -0.24
F3 -1.70259 -0.72611 -1.68457  -0.12
O1 2.30751 -3.02968 -0.42397  -0.74
O2 -3.83139 2.28858 -0.72348  -0.72
O3 5.89943 -0.51325 5.34693  -0.68
O4 2.15102 -5.00156 0.91334  -0.46
O5 4.23139 3.59412 0.21359  -0.51
O6 -2.62003 -4.28791 -3.46582  -0.31
O7 -3.09488 0.61972 0.74095  -0.64
O8 7.12599 1.45966 4.79150  -0.46
O9 -1.08386 3.37172 0.25907  -0.75
O10 -3.88727 -6.27815 -3.09378  -0.66
O11 5.09390 1.22945 3.55749  -0.29
O12 0.00230 -3.35112 -1.03547  0.04
O13 -3.84963 -6.65885 -5.47006  -0.46
O14 0.42722 3.23092 -1.78510  -0.41
O15 -3.16817 -3.45364 3.81610  -0.29
O16 -0.08472 8.88478 1.27397  -0.53
O17 -4.53929 -4.46234 -4.87845  -0.31
O18 4.38859 5.58950 -0.70327  -0.50
O19 -3.05097 -1.16576 4.45050  -0.51
O20 -0.91667 -2.09735 3.82570  -0.47
O21 1.32331 -5.29978 -1.31148  -0.46
O22 5.72616 -0.98920 2.99106  -0.42
O23 -1.36073 -3.91523 5.31097  -0.48
N1 2.06832 4.88916 -3.08323  -0.86
N2 0.72280 8.99721 -0.85158  -0.61
C1 -0.10735 8.44104 0.16875  0.20
C2 5.01932 1.53007 2.14802  -0.51
C3 -0.31121 2.03680 -1.65537  -1.22
C4 6.49511 2.14674 5.86346  -0.55
C5 -1.65592 4.57721 -1.83417  -0.27
C6 -4.53072 -3.46759 4.25249  -0.75
C7 3.48280 -5.34662 0.55225  -0.62
C8 -3.34630 -3.63005 -2.42321  0.22
C9 2.42869 4.96405 0.82478  -0.29
C10 -1.71518 4.71242 -3.19949  -0.72
C11 -1.06705 7.28053 -0.25437  -0.41
C12 -5.08067 -7.34187 -5.28040  -0.63
C13 -4.49061 -4.10783 -6.26589  -0.76
C14 -2.79246 0.04992 -1.82216  0.63
C15 4.51566 -1.66592 3.31195  -0.61
C16 -3.06245 -0.56747 3.14690  -0.57
C17 0.11753 -6.03134 -1.57667  -0.65
C18 -0.73172 -4.80713 4.40106  -0.54
C19 3.73845 4.67397 0.07458  0.02
C20 -0.71343 5.90350 0.41565  -1.01
C21 0.32130 -2.67674 -2.24557  -0.61
C22 -1.07854 2.12608 -0.23838  0.08
C23 1.35830 3.89561 0.40526  -1.30
H1 -5.86629 -6.66655 -4.94146  0.32
H2 -1.20144 7.25426 -1.35093  0.40
H3 0.27316 -4.45072 4.17134  0.23
H4 -4.62819 -3.03163 -6.35705  0.28
H5 -4.38804 -3.46506 -2.69310  0.41
H6 -5.37015 -7.76616 -6.24363  0.24
H7 3.75959 -0.97810 3.68957  0.35
H8 4.87541 2.59576 2.02151  0.17
H9 -0.60450 -2.56157 -2.80828  0.20
H10 -2.18808 0.06362 3.01201  0.25
H11 -2.05186 7.59180 0.16075  0.33
H12 -0.93871 2.03870 -2.58484  0.07
H13 -3.28707 -4.21674 -1.50652  0.21
H14 4.90091 5.03983 -1.32231  0.36
H15 1.69812 8.78392 -0.67090  0.31
H16 4.15244 -4.51698 0.78022  0.17
H17 2.00962 6.72158 -1.34976  -0.03
H18 0.87109 3.56159 1.34315  0.49
H19 0.34354 6.60771 -2.90376  -0.03
H20 -0.63985 -5.86264 -0.81126  0.29
H21 0.35373 -7.09408 -1.61524  0.36
H22 -3.10759 -1.31872 2.36136  0.37
H23 -1.30512 -4.92274 3.48149  0.24
H24 -3.95010 0.06209 3.08286  0.34
H25 4.70412 -2.45509 4.04012  0.28
H26 5.43288 2.30104 5.67940  0.28
H27 -5.12907 -2.87043 3.56420  0.23
H28 -2.11480 3.88459 -3.81578  0.14
H29 -0.28203 -5.71876 -2.54140  0.12
H30 -4.89260 -4.49525 4.23982  0.26
H31 0.44029 0.00271 -0.08509  0.04
H32 -0.06657 6.12249 1.28944  0.52
H33 -4.64162 -3.06328 5.25904  0.36
H34 0.36749 1.17849 -1.82881  0.39
H35 3.05464 5.11370 -2.94852  0.25
H36 -0.65545 -5.77810 4.89178  0.29
H37 1.03223 -3.23954 -2.85099  0.40
H38 -2.87395 -2.67185 -2.25108  -0.53
H39 2.65536 4.78408 1.89840  0.40
H40 2.08787 6.01353 0.76778  0.27
H41 4.14707 -2.12661 2.39341  0.19
H42 -2.62203 4.48413 -1.29596  0.39
H43 6.63521 1.59072 6.79114  0.23
H44 1.80149 2.99808 -0.04783  0.36
H45 -1.43287 5.64387 -3.72534  0.21
H46 5.92501 1.22683 1.62175  0.33
H47 4.16720 1.00354 1.72024  0.21
H48 -4.95490 -8.15886 -4.57013  0.25
H49 -5.29991 -4.61635 -6.79043  0.25
H50 6.97979 3.11898 5.96050  0.24
H51 0.71525 -1.68334 -2.02958  0.07
H52 3.56435 -5.61164 -0.50100  0.30
H53 -3.54196 -4.38565 -6.72567  0.36
H54 0.41921 8.66344 -1.76042  0.36
H55 -1.66398 5.51967 0.84319  0.50
H56 3.77315 -6.20780 1.15499  0.27

Computed properties:
- HOMO: -4.7 eV
- Electronic energy: -5893.69371 Ha
- Total charge: -1


no.,gap between HOMO and LUMO (hartree),LUMO level (eV)
1,0.3608,0.31
2,0.3115,0.61
3,0.3121,-2.02
4,0.1304,-1.10